{"formula": "C8H6BaO6", "method": "ωB97M-V with the def2-TZVPD basis set", "total_charge": 2, "spin_multiplicity": 1, "gap_ha": 0.367, "lumo_ev": -7.88, "energy_ev": -21356.2110, "e_above_lowest_kcal_mol": 0.0, "symbols": ["O", "C", "Ba", "O", "C", "C", "O", "C", "O", "C", "O", "C", "C", "C", "O", "H", "H", "H", "H", "H", "H"], "positions_angstrom": [[4.0966, 3.2427, -2.4429], [3.2743, 2.5916, -1.9524], [1.3823, 1.0940, -0.8243], [-1.3368, 4.0640, 0.0935], [-0.5350, 3.2947, -0.1917], [2.7427, -1.5480, -1.1234], [3.1794, -2.6067, -1.1907], [2.3981, 1.2422, 1.9791], [2.7007, 1.2320, 3.0905], [-0.1770, 0.5148, -3.3031], [-0.8507, 0.2299, -4.1933], [-1.2259, -1.3140, 2.2270], [-1.2732, -1.0074, 0.7590], [-2.4009, -1.5555, -0.0652], [-0.3751, -0.2970, 0.2238], [-2.0515, -1.9377, 2.5918], [-1.2216, -0.3747, 2.7890], [-0.2803, -1.8147, 2.4581], [-2.9309, -0.7260, -0.5440], [-1.9888, -2.1653, -0.8753], [-3.1264, -2.1590, 0.4944]], "forces_ev_per_a": [[-3.64, -2.88, 2.17], [5.13, 4.06, -3.06], [-1.09, -0.86, 0.65], [2.71, -2.59, -0.97], [-2.96, 2.87, 1.05], [1.64, -3.91, -0.26], [-1.47, 3.57, 0.22], [1.28, -0.02, 4.56], [-1.14, 0.04, -4.20], [-2.76, -1.15, -3.70], [2.56, 1.08, 3.38], [0.04, 0.02, 0.01], [0.31, 0.25, -0.19], [0.01, 0.02, -0.04], [-1.34, -1.06, 0.80], [0.24, 0.24, -0.33], [0.01, -0.01, -0.06], [-0.02, 0.03, -0.05], [0.06, 0.00, 0.03], [0.03, 0.04, 0.04], [0.39, 0.26, -0.04]]}


{"formula": "C19H28IO8Sc", "method": "ωB97M-V with the def2-TZVPD basis set", "total_charge": 2, "spin_multiplicity": 1, "gap_ha": 0.281, "lumo_ev": -5.42, "energy_ev": -65328.1926, "e_above_lowest_kcal_mol": 0.0, "symbols": ["Sc", "C", "C", "O", "C", "C", "O", "C", "C", "O", "C", "C", "O", "C", "C", "O", "C", "C", "O", "H", "H", "H", "H", "H", "H", "H", "H", "H", "H", "H", "H", "H", "H", "H", "H", "H", "H", "H", "H", "H", "H", "H", "H", "I", "C", "C", "C", "C", "C", "C", "C", "O", "O", "H", "H", "H", "H"], "positions_angstrom": [[-0.6424, -0.3877, 0.2397], [1.3589, 2.0016, -0.2932], [0.1634, 2.2981, -1.1789], [-1.0042, 1.6316, -0.6572], [-1.8690, 2.4458, 0.1673], [-1.3108, 2.5229, 1.5809], [-0.6137, 1.2924, 1.8540], [-0.7982, 0.8095, 3.1927], [0.1361, -0.3542, 3.3486], [-0.0986, -1.2393, 2.2329], [0.6466, -2.4674, 2.3369], [0.2673, -3.2938, 1.1425], [0.3889, -2.4160, 0.0132], [0.4208, -3.1068, -1.2544], [-0.0659, -2.1410, -2.3262], [0.2667, -0.7961, -1.9304], [1.6388, -0.4323, -2.1815], [2.3145, -0.1669, -0.8541], [1.4217, 0.5855, -0.0084], [1.2765, 2.4955, 0.6714], [2.2850, 2.3241, -0.7704], [0.2902, 1.9238, -2.1913], [-0.0176, 3.3720, -1.2346], [-2.8343, 1.9532, 0.1513], [-1.9647, 3.4361, -0.2769], [-2.1311, 2.6551, 2.2873], [-0.6062, 3.3463, 1.7121], [-1.8397, 0.5087, 3.3197], [-0.5436, 1.5880, 3.9141], [-0.0668, -0.8852, 4.2796], [1.1821, -0.0393, 3.3271], [0.3828, -2.9761, 3.2650], [1.7139, -2.2319, 2.3416], [-0.7630, -3.6538, 1.2021], [0.9434, -4.1436, 1.0372], [-0.2326, -3.9794, -1.2153], [1.4471, -3.4423, -1.4194], [-1.1440, -2.1640, -2.4222], [0.3848, -2.3661, -3.2922], [1.6374, 0.4456, -2.8262], [2.1554, -1.2306, -2.7149], [3.2524, 0.3749, -0.9788], [2.5124, -1.0914, -0.3174], [-9.0630, -2.9774, 0.1451], [-7.0842, -2.3712, 0.1752], [-6.6769, -1.3887, 1.0763], [-5.3571, -0.9849, 1.0946], [-4.4382, -1.5605, 0.2145], [-4.8518, -2.5443, -0.6850], [-6.1712, -2.9494, -0.7051], [-3.0514, -1.1263, 0.2332], [-2.1602, -1.6313, -0.5400], [-2.6220, -0.2117, 1.0176], [-7.3919, -0.9468, 1.7557], [-5.0305, -0.2244, 1.7907], [-4.1377, -2.9846, -1.3675], [-6.4978, -3.7096, -1.4004]], "forces_ev_per_a": [[-0.08, -0.07, 0.06], [0.01, -0.02, 0.01], [-0.04, 0.01, -0.01], [-0.01, -0.03, 0.02], [0.00, 0.04, -0.02], [0.00, 0.00, 0.01], [0.00, 0.00, -0.03], [0.01, 0.01, 0.02], [-0.01, -0.01, 0.00], [0.02, 0.01, -0.02], [-0.01, 0.02, 0.02], [0.00, -0.01, -0.01], [0.02, 0.01, 0.00], [0.01, -0.01, 0.01], [0.00, 0.01, -0.02], [0.01, 0.01, 0.04], [0.00, -0.01, -0.02], [0.01, 0.02, 0.02], [-0.03, -0.01, -0.03], [0.01, 0.01, -0.01], [0.00, 0.01, 0.00], [0.02, 0.00, 0.00], [0.01, 0.00, 0.01], [0.01, -0.01, 0.01], [0.00, -0.01, -0.01], [0.00, 0.00, 0.00], [0.00, 0.00, -0.01], [0.00, -0.01, 0.00], [0.00, 0.00, -0.01], [0.00, 0.00, 0.00], [0.00, 0.01, 0.00], [0.00, 0.00, 0.00], [0.00, -0.01, -0.01], [0.00, 0.00, 0.01], [0.00, 0.00, 0.00], [0.00, 0.00, 0.00], [0.00, 0.01, 0.00], [0.00, -0.01, 0.01], [0.00, 0.00, 0.00], [0.00, 0.00, 0.01], [0.00, 0.00, 0.00], [0.00, 0.00, 0.00], [0.00, 0.00, -0.01], [-0.04, -0.01, 0.00], [0.07, 0.02, 0.01], [-0.02, -0.01, -0.01], [0.02, 0.00, 0.00], [-0.01, 0.01, 0.02], [0.01, 0.00, -0.01], [-0.03, -0.01, -0.01], [0.03, 0.02, 0.01], [0.01, 0.02, -0.07], [0.00, 0.02, 0.00], [0.00, 0.00, 0.00], [0.00, 0.00, 0.00], [0.00, 0.00, 0.00], [0.00, 0.00, 0.00]]}


{"formula": "C4H13N2O", "method": "ωB97M-V with the def2-TZVPD basis set", "total_charge": 1, "spin_multiplicity": 1, "gap_ha": 0.334, "lumo_ev": -3.86, "energy_ev": -9377.4853, "e_above_lowest_kcal_mol": 94.5, "symbols": ["C", "C", "C", "C", "N", "N", "O", "H", "H", "H", "H", "H", "H", "H", "H", "H", "H", "H", "H", "H"], "positions_angstrom": [[1.7321, 0.3950, 0.9121], [1.4173, -0.6748, -1.2413], [-2.6294, -1.1094, 0.2041], [-1.4144, 0.9193, 0.2014], [-1.1573, 1.9888, -0.5214], [0.9505, -0.5051, 0.1616], [-2.1343, 0.1122, -0.4458], [1.6084, 1.4915, 0.7341], [1.6528, 0.4050, 2.0259], [2.9113, 0.2250, 0.8968], [2.0247, 0.2828, -1.5361], [2.1422, -1.5274, -1.2693], [0.4862, -0.6958, -1.9984], [-2.2537, -2.0166, -0.4380], [-3.6440, -1.2368, 0.2242], [-2.3826, -1.0290, 1.1627], [-1.0988, 1.0035, 1.1795], [-0.2539, 2.4065, -0.4973], [-1.4869, 2.0108, -1.4758], [0.8364, -1.4295, 0.5758]], "forces_ev_per_a": [[3.91, 1.32, 2.51], [-0.27, 1.76, -1.02], [2.00, -1.75, -4.59], [0.08, 1.73, -3.49], [0.57, 0.34, -0.74], [-1.21, -0.38, -1.09], [-1.77, -1.99, 0.66], [-0.18, -0.78, -0.73], [-0.87, -0.75, -0.67], [-2.11, 0.24, -0.63], [-1.12, -1.77, 0.51], [-0.90, 0.55, -0.60], [2.24, -0.50, 1.63], [-0.15, 1.86, 1.65], [-2.86, 0.68, -0.71], [1.77, -0.42, 3.98], [0.45, -1.08, 2.30], [0.57, 0.76, 0.97], [-0.39, -0.33, -0.09], [0.25, 0.52, 0.16]]}


{"formula": "C5H8N2O", "method": "ωB97M-V with the def2-TZVPD basis set", "total_charge": 0, "spin_multiplicity": 1, "gap_ha": 0.349, "smiles": "[H]/N=C(\\C(=C)N)C(C)=O", "lumo_ev": 0.61, "energy_ev": -10341.3849, "e_above_lowest_kcal_mol": 30.9, "symbols": ["H", "N", "C", "C", "C", "N", "C", "C", "O", "H", "H", "H", "H", "H", "H", "H"], "positions_angstrom": [[0.5474, -2.3009, 1.0233], [1.1189, -1.5202, 0.7073], [0.5080, -0.6457, 0.0363], [-0.9329, -0.5902, -0.2763], [-1.3938, 0.0797, -1.3387], [-1.7465, -1.3443, 0.5589], [1.3238, 0.5295, -0.4742], [1.4947, 1.6119, 0.5556], [1.7867, 0.5775, -1.5896], [-0.7271, 0.5517, -2.0360], [-2.4486, 0.1084, -1.5688], [-2.7317, -1.1883, 0.4411], [-1.4534, -1.4386, 1.5171], [1.9094, 2.5050, 0.0973], [2.1902, 1.2216, 1.3005], [0.5548, 1.8429, 1.0464]], "forces_ev_per_a": [[-0.27, 0.09, -0.12], [0.49, -0.10, 0.29], [0.15, -0.01, -0.47], [-0.56, -0.05, -0.15], [0.09, -0.05, 0.13], [0.10, -0.19, -0.04], [0.08, 0.26, -0.15], [0.37, 0.00, -0.22], [-0.22, -0.16, 0.41], [0.16, 0.10, -0.04], [-0.10, -0.03, 0.03], [-0.10, -0.04, 0.09], [-0.05, 0.12, 0.04], [0.04, 0.03, -0.02], [-0.03, 0.06, 0.13], [-0.15, -0.04, 0.10]]}


{"formula": "CH2BeLiO3", "method": "ωB97M-V with the def2-TZVPD basis set", "total_charge": 1, "spin_multiplicity": 1, "gap_ha": 0.360, "lumo_ev": -4.62, "energy_ev": -7813.2247, "symbols": ["O", "C", "O", "O", "H", "Li", "Be", "H"], "positions_angstrom": [[-1.1157, -0.3034, 0.8088], [0.1338, 0.0334, 0.2535], [0.6860, 1.1123, 0.3972], [0.2701, -0.7269, -0.7726], [-1.5738, 0.4203, 1.2561], [1.7116, 0.7577, -1.4431], [-0.8043, -1.6817, -0.2070], [-0.3828, -2.7433, 0.5809]], "forces_ev_per_a": [[1.22, -0.11, -0.02], [-1.64, 4.19, -1.30], [0.27, -1.50, 0.59], [0.93, -0.62, -0.41], [0.00, 0.04, 0.30], [-0.20, -0.06, 0.41], [0.30, -2.09, 1.28], [-0.87, 0.15, -0.84]]}


{"formula": "C4H9N3O", "method": "ωB97M-V with the def2-TZVPD basis set", "total_charge": 0, "spin_multiplicity": 1, "gap_ha": 0.334, "lumo_ev": 0.16, "energy_ev": -10805.5090, "e_above_lowest_kcal_mol": 160.3, "symbols": ["C", "C", "C", "C", "H", "H", "H", "H", "H", "H", "H", "H", "H", "N", "N", "N", "O"], "positions_angstrom": [[-1.4646, -0.4602, -0.6141], [-0.5436, 0.7291, -0.3525], [-0.4780, 1.8658, -0.8393], [0.5326, 0.2886, 0.5548], [-1.9143, -1.8909, 0.8778], [-3.0518, -0.9017, 0.8174], [-2.0394, -0.0163, -1.5158], [-0.6263, -1.0837, -1.1408], [-1.3445, 2.1729, -1.4207], [0.3231, 2.6020, -0.9628], [-0.7026, 0.9056, 1.9130], [2.2746, -0.5243, 1.0093], [3.1797, -0.7205, -1.3111], [-2.2624, -1.3396, 0.1747], [0.3062, 0.6089, 1.7608], [1.7861, -0.1398, 0.3126], [2.1016, -1.1237, -0.8121]], "forces_ev_per_a": [[0.98, 0.54, -4.36], [1.41, -6.85, 3.40], [-1.17, 6.09, -4.16], [-1.00, 1.33, 1.27], [2.51, -1.71, 1.36], [1.80, -0.26, -2.44], [0.08, -1.24, 1.36], [-1.76, 0.37, 0.75], [-0.17, 0.17, -0.14], [0.06, -0.67, 0.86], [1.85, -0.07, -0.51], [1.71, -1.42, 3.73], [-5.20, -1.54, 2.46], [-4.14, 2.79, 1.20], [-1.40, -0.49, 2.08], [0.87, -0.41, -6.05], [3.58, 3.38, -0.80]]}